[1]
18
Properties=species:S:1:pos:R:3:forces:R:3 method="wB97M-V/def2-TZVPD" total_charge=0 total_energy_ha=-1120.94322 smiles=CC[Si](F)(F)c1ccsc1
S -3.335984 0.752934 -0.567525 0.2675 -0.5413 0.3105
Si 0.494284 -1.412964 0.003926 -0.1226 -0.8643 2.1158
F 0.313734 -2.349043 -1.336644 0.2502 1.0856 1.1616
F 0.462164 -2.516399 1.300987 0.0667 1.4963 -1.9716
C -2.121127 -0.430871 -0.709002 2.0677 -1.2290 -0.7221
C 1.914708 0.805978 -0.852067 1.8144 0.0780 4.3766
C -1.381237 0.770808 1.092990 -0.3669 -0.4338 -1.0958
C -1.045219 -0.292003 0.174528 -1.6334 -0.0700 -0.8104
C 2.161828 -0.400409 0.141224 -4.5095 -0.6552 -2.5683
C -2.573696 1.424642 0.814596 1.3945 -1.1625 0.2160
H 1.026987 1.391101 -0.569136 0.2510 -0.4614 -0.5237
H -0.692862 0.880745 1.886181 0.1512 0.9237 1.0972
H 2.231378 -0.121655 1.112621 0.1225 1.0403 3.1290
H 1.952189 0.311093 -1.730168 -0.3919 -0.5374 -3.5485
H 2.904271 -1.116026 -0.014881 1.6902 -0.6662 -0.9707
H 2.813287 1.402994 -0.687671 -0.2065 0.4757 -0.6366
H -3.098320 2.138079 1.409913 0.0027 0.4565 0.1444
H -2.026383 -1.238997 -1.469869 -0.8479 1.0650 0.2965

=====

[2]
11
Properties=species:S:1:pos:R:3:forces:R:3 method="wB97M-V/def2-TZVPD" total_charge=0 total_energy_ha=-372.87037 smiles=Nc1n[nH]c(O)n1
O -2.513906 0.380504 0.327257 0.2447 0.4307 -0.1397
N -0.117837 1.073377 0.112679 -0.5247 -0.3996 0.4959
N 2.232931 0.235974 0.279584 -0.0736 0.1390 -0.0943
N 0.485243 -1.055801 -0.431487 0.1204 0.0246 0.1503
N -0.862785 -0.927559 -0.377481 -0.1932 -0.1855 -0.0478
C -1.200281 0.306893 -0.002884 0.3988 -0.5060 0.0564
C 0.894660 0.146357 -0.088828 -0.1544 -0.3415 0.0653
H 2.673131 -0.664790 0.127143 -0.0032 0.3103 -0.0061
H -2.967379 1.227208 0.306460 0.6212 0.3882 -0.0947
H 2.831355 1.012998 0.052014 -0.4236 0.1864 -0.1883
H -1.455133 -1.735160 -0.304458 -0.0123 -0.0465 -0.1971

=====

[3]
51
Properties=species:S:1:pos:R:3:forces:R:3 method="wB97M-V/def2-TZVPD" total_charge=+2 total_energy_ha=-1841.78566
Ir 0.577341 0.645306 0.498081 0.7718 0.1866 -0.8442
Cl 0.956699 3.368177 1.220000 0.3997 0.2163 -0.4844
O 1.911823 3.990751 2.014976 0.0602 0.1284 0.4439
O -0.088501 4.218781 0.780675 -0.2059 0.0730 -0.0398
O 1.587942 2.700230 0.060585 -0.1701 -0.0062 -0.2853
O 0.339150 2.189105 1.944459 -0.3450 -0.3896 0.2303
N -2.396813 2.984610 -0.817091 0.0089 0.0747 0.0676
N 1.415696 -0.599653 1.776527 -0.3134 -0.6679 -0.2283
N 1.342289 -0.682567 -0.845669 -0.0070 0.3775 -0.0774
C 3.873646 -3.297039 1.130961 0.0194 -0.0905 0.0070
C 2.196296 -1.551192 -0.253718 0.0435 -0.0707 -0.0794
C -1.179234 -0.234045 0.077059 -0.5234 -0.3269 0.6499
C -3.767305 3.213992 -1.371600 0.0764 -0.0065 0.0538
C 1.929128 -1.615493 -2.948570 -0.0387 -0.0181 -0.0691
C 2.999888 -2.311647 3.276094 -0.0016 -0.0625 0.0094
C 2.236399 -1.500947 1.159211 0.2042 -0.2935 0.3995
C 2.144945 -1.423473 3.876974 -0.0256 0.0364 0.0522
C 3.830704 -3.344061 -0.219616 0.0152 -0.0899 -0.0241
C 3.055902 -2.380549 1.870962 -0.1467 0.1999 -0.0534
C 1.351984 -0.576494 3.099721 -0.0618 0.2444 0.0196
C -3.663492 -1.407657 -0.597396 0.1000 -0.0429 0.0018
C 2.820656 -2.480684 -2.361424 -0.0757 0.0010 -0.0155
C 2.966813 -2.474960 -0.962938 -0.1038 0.1403 0.1323
C -2.521998 -2.192164 -0.493839 -0.1939 0.0676 -0.0872
C 1.193084 -0.727612 -2.161005 0.0806 0.1295 0.1467
C -3.563514 -0.056631 -0.338231 0.0086 0.1025 -0.0470
C -2.347431 0.555014 -0.010217 0.0422 -0.0175 0.2251
C -2.394491 2.012669 0.368157 -0.0225 0.0227 -0.1806
C -1.456402 2.610412 -1.908752 -0.0696 -0.0137 0.0859
C -1.314583 -1.612074 -0.156295 0.4083 0.2650 0.1329
H -1.558752 2.306847 0.992372 -0.0660 -0.0070 -0.0378
H 2.071659 -1.357008 4.952758 -0.0131 0.0017 -0.0013
H -4.409027 3.586189 -0.577412 -0.0176 -0.0120 -0.0169
H 0.680654 0.148064 3.539984 -0.0008 -0.0160 0.0204
H -4.620502 -1.847568 -0.839472 -0.0014 -0.0168 0.0089
H -0.438542 2.578289 -1.520246 0.0062 0.0183 0.0148
H 3.392723 -3.173299 -2.964529 0.0347 0.0026 -0.0038
H 1.784352 -1.602991 -4.018898 -0.0002 -0.0163 -0.0093
H -1.518886 3.364774 -2.688519 0.0642 0.0134 -0.0011
H -2.067262 3.870610 -0.423498 0.0175 -0.0298 -0.0545
H 3.614793 -2.968596 3.877685 0.0288 -0.0048 -0.0220
H -0.450247 -2.255277 -0.052837 -0.0231 -0.0393 0.0313
H 4.513983 -3.974359 1.680322 0.0193 0.0192 0.0084
H 4.435635 -4.057987 -0.762326 0.0283 0.0095 -0.0022
H -1.763003 1.642616 -2.297343 0.0303 0.0037 -0.0246
H -3.304628 2.247874 0.917662 -0.0060 -0.0793 0.0126
H -4.143444 2.271932 -1.758867 -0.0114 0.0012 -0.0309
H 0.484495 -0.033825 -2.590907 0.0057 -0.0011 -0.0571
H -2.580451 -3.259664 -0.657213 0.0274 -0.0141 0.0029
H -3.697698 3.944951 -2.172651 -0.0323 0.0143 0.0081
H -4.462475 0.548319 -0.344146 -0.0248 -0.0168 0.0117

=====

[4]
112
Properties=species:S:1:pos:R:3:forces:R:3 method="wB97M-V/def2-TZVPD" total_charge=-1 total_energy_ha=-7220.94225
Ba 0.151724 0.693721 0.366589 -5.7567 -2.3007 -0.4838
Br -0.761915 -1.745245 2.859113 -0.1324 -0.0285 0.0179
S -1.755116 1.357507 -1.887525 -0.0915 0.0267 -0.7238
S -2.126072 2.391157 1.443468 -0.2270 0.1767 0.3923
P -2.673590 -1.287213 0.111478 -0.7005 -0.2897 0.2393
P 0.371461 -1.807804 -2.998075 -0.0678 0.0598 -0.6433
F -5.481967 -2.590678 0.676181 -0.0660 -0.0162 -0.1363
F -2.352841 -2.924866 5.066721 -0.0410 -0.0493 0.0655
F 2.535478 4.057881 -5.247434 0.0474 -0.0496 -0.0367
F -4.900801 -3.793872 5.128824 -0.0230 -0.0367 0.0605
F -6.440114 -3.626770 2.900784 -0.1007 -0.0286 0.0152
O 1.459608 1.556291 1.854865 2.6924 1.7862 2.6647
O 1.449376 2.045444 -0.883242 2.2265 1.9810 -1.8251
O 2.704683 2.977399 3.074640 -0.0433 -0.0615 -0.1598
N -1.212099 -1.388986 -5.298705 -0.1223 0.0252 -0.0910
N 3.745809 6.582419 -4.712463 0.1191 -0.1450 -0.1159
N 3.438472 5.487776 -0.010440 -0.0853 -0.0537 0.2653
N 3.760957 8.791434 -5.649067 -0.0135 -0.3361 0.1252
N 0.741507 0.062124 -5.087209 0.1156 0.2543 -0.0834
N 1.028413 -2.281266 -5.714258 0.1122 -0.0858 -0.1316
N -3.729111 5.499593 0.477166 0.0335 -0.0820 -0.0502
N -3.513335 4.275928 -3.169991 0.0749 -0.0370 0.0579
N 1.374231 -1.304626 0.148228 1.7135 -2.5981 0.0745
N 5.361739 -3.578370 0.855422 -0.0685 0.1179 -0.0027
N 3.722523 -1.942932 0.036256 0.4473 0.6021 -0.4975
C -3.077755 3.631407 -2.315275 -0.2002 0.3213 -0.3744
C 1.498454 -0.907252 -5.860864 -0.0472 -0.0613 0.0367
C -2.758908 -2.805639 -0.935016 0.0359 0.1346 -0.0317
C 0.926082 -0.134734 -3.647770 -0.0171 -0.1849 0.2282
C -3.788880 -4.452629 -2.360047 -0.0333 0.0249 -0.0121
C 2.478345 3.415281 0.766174 -0.0575 -0.2965 0.2380
C -4.402291 -3.266990 4.010038 0.0069 0.0288 -0.0848
C -4.623151 -0.105889 -1.575475 0.0467 -0.0326 0.0803
C -1.284198 -1.773173 -3.887315 0.2087 0.0544 0.1693
C -5.184949 -3.175690 2.875879 0.1105 0.0180 0.0382
C 3.251264 8.006143 0.197137 -0.0804 0.0725 -0.1097
C 3.249305 6.452546 -6.078493 -0.0301 0.1333 0.0827
C 2.738486 4.432044 -3.962778 -0.0513 -0.0707 -0.1237
C 1.258197 -2.770220 -4.352925 -0.1150 0.0559 0.2761
C -1.569820 -4.826065 -1.520783 0.0031 -0.0601 -0.0041
C 3.201659 5.166666 -1.329506 -0.0583 -0.1384 -0.0291
C -3.352776 -2.140253 1.644084 -0.0014 0.0956 0.1296
C 4.051674 6.739226 0.337326 0.1172 0.0400 -0.0626
C -2.636637 3.206407 0.010515 0.0217 -0.3457 -0.6566
C -0.391222 -2.319291 -6.056306 -0.0148 0.0428 0.0265
C -1.614803 -3.603030 -0.868307 -0.0269 0.0366 -0.0070
C -5.676537 0.757851 -1.829307 -0.0136 -0.0024 -0.0416
C 3.122769 4.583890 0.970636 0.0279 0.1032 -0.2959
C 3.576836 7.463738 1.554715 -0.0235 -0.0114 0.1086
C -5.825171 1.270381 0.510199 -0.0066 -0.0054 -0.0013
C 2.493676 -1.661536 0.163752 -0.2637 -0.3058 0.0402
C 4.548878 -2.821402 0.509304 -0.1197 -0.4447 0.2535
C -0.672218 -0.038337 -5.446459 -0.0491 -0.0792 0.0145
C -6.276063 1.450085 -0.788317 -0.0511 0.0484 0.0103
C 2.321504 3.607706 -2.955045 -0.0349 -0.0700 0.0987
C 2.194600 2.564030 2.035529 0.3742 0.5714 0.2615
C 2.565097 3.951824 -1.626849 0.0011 0.2562 -0.3857
C -3.099289 -2.816952 3.964139 0.1858 0.0811 -0.0467
C 3.484096 7.833958 -6.760881 -0.1286 -0.3537 -0.1620
C -2.660373 -5.254730 -2.264553 0.0228 -0.0266 -0.0170
C 3.351615 5.652977 -3.700471 0.0618 0.2279 0.4408
C 2.102912 3.043703 -0.575279 0.1165 0.1520 0.3628
C -2.579519 -2.266935 2.801318 0.0034 0.0024 -0.0515
C -4.781628 0.395645 0.765934 0.0027 -0.0534 -0.1071
C -2.522864 2.798608 -1.301813 -0.0719 0.1062 0.7496
C -3.255949 4.472507 0.244622 -0.2530 0.5020 0.1106
C -4.177107 -0.310646 -0.272148 -0.0084 0.0571 -0.0332
C 5.121953 8.540195 -5.096692 0.2893 -0.2234 0.1809
C -4.658645 -2.623765 1.723348 0.2145 -0.0264 0.0507
C -3.842088 -3.233823 -1.697987 0.0416 -0.1097 -0.0401
C 5.136595 7.026565 -4.734107 -0.1478 0.0265 -0.0709
C 3.562303 6.019583 -2.375038 -0.0153 -0.0135 -0.2596
H -0.765280 -3.333402 -5.893088 0.0044 0.0017 -0.0286
H 0.351648 0.627437 -3.117141 0.0508 0.0670 0.0133
H 5.251238 9.171675 -4.219165 -0.0569 0.0128 -0.0131
H -1.912313 -1.050425 -3.360075 -0.0681 -0.0423 0.0017
H 2.769616 7.020243 2.120448 -0.0225 -0.0076 -0.0434
H 3.415849 4.835219 1.980680 -0.0380 0.0156 0.0200
H -1.752735 -2.758514 -3.805781 -0.0139 0.0201 0.0363
H 1.800540 2.681077 -3.173094 0.0160 0.0057 -0.0116
H -1.248132 0.643132 -4.817705 0.0141 0.0095 -0.0010
H -4.731938 -2.627527 -1.777854 -0.0240 0.0055 0.0693
H -4.121748 -0.594378 -2.399434 -0.0118 0.0315 -0.0419
H 3.989910 6.989357 -2.160380 0.0123 0.0042 0.0341
H -0.682596 -5.443461 -1.451090 0.0171 0.0300 0.0000
H 5.716785 6.464296 -5.474654 0.0050 0.0015 -0.0045
H 2.189932 6.212600 -6.052279 -0.0019 0.0354 -0.0129
H -4.639192 -4.779587 -2.946513 0.0081 0.0042 -0.0031
H 3.165902 8.402419 -4.883209 -0.0996 0.4110 -0.0724
H 3.760609 5.669574 -6.643599 -0.0058 0.0390 -0.0341
H -0.752949 -3.250049 -0.310611 0.0152 -0.0175 -0.0015
H 1.421762 -0.637556 -6.919795 -0.0010 0.0039 0.0158
H 2.607327 8.159990 -7.314090 0.0032 0.0632 0.0373
H 2.548668 -0.862525 -5.559441 -0.0006 0.0068 -0.0209
H 3.570670 9.763927 -5.866014 -0.0235 0.0354 0.0055
H -2.631548 -6.212180 -2.770896 0.0158 0.0122 -0.0132
H -7.075011 2.152220 -0.992392 -0.0044 -0.0097 -0.0035
H 1.983157 -0.003007 -3.390346 -0.0060 0.0049 -0.0260
H 5.110793 6.785528 0.100332 -0.0093 0.0437 0.0549
H -6.008276 0.916342 -2.847875 0.0321 0.0089 -0.0046
H -0.487919 -2.073803 -7.119263 0.0086 -0.0078 0.0135
H 0.947117 -3.817698 -4.299075 0.0394 -0.0038 0.0070
H 5.591952 6.865725 -3.763233 0.0312 0.0518 0.0175
H 4.340627 7.815719 -7.431081 0.0324 0.1252 0.0440
H 5.876612 8.793619 -5.837241 -0.0820 0.0619 -0.0606
H 2.330805 -2.732207 -4.141175 -0.0044 -0.0702 -0.0125
H -0.780923 0.259078 -6.495082 0.0213 -0.0180 0.0168
H -4.414651 0.286422 1.777589 0.0062 0.0655 0.0289
H -6.264836 1.834910 1.322614 0.0182 -0.0036 0.0083
H 3.755976 8.900381 -0.146023 0.0565 -0.0242 0.0284
H 4.313570 7.972168 2.159463 0.0488 -0.0186 -0.0445
H 2.228695 7.907600 -0.143201 0.0025 -0.0634 0.0245

=====

The evaluated energy above the lowest of the compared OMol25 structures with the same formula, charge and spin for the records listed, in turn: 10.81; 18.80; 8.00; 51.43 kcal/mol.
The evaluated Kohn-Sham gap for the records listed, in turn: 10.01; 9.10; 7.45; 2.55 eV.